(1)
Entry from the Open Molecules 2025 dataset: a 26-piece molecular cluster, C26H104O26 overall (wB97M-V/def2-TZVPD).

Each line ends with the Mulliken charge.
Positions of all 156 atoms, in Å:
C1 2.7132 -2.9685 0.6472  -0.624
O1 3.6461 -2.0990 1.2865  -0.761
H1 2.6722 -3.9063 1.2205  0.358
H2 1.7249 -2.4613 0.6503  0.062
H3 3.0315 -3.1678 -0.3758  0.358
H4 3.6101 -1.2419 0.8151  0.281
C2 -0.2764 7.1243 -1.7598  -0.597
O2 -0.2693 6.1440 -0.6947  -0.354
H5 -1.2001 7.6873 -1.7168  0.290
H6 0.5835 7.8133 -1.7849  0.303
H7 -0.2847 6.4910 -2.6496  0.142
H8 -0.2220 6.6118 0.1577  0.229
C3 -4.2994 -4.3421 2.4857  -0.235
O3 -4.6509 -3.9170 3.8384  -0.640
H9 -4.7717 -3.7749 1.6867  0.272
H10 -3.2221 -4.3037 2.3190  -0.119
H11 -4.5466 -5.3773 2.3046  0.397
H12 -5.3262 -3.2247 3.7137  0.351
C4 1.9378 3.4117 0.0831  -0.678
O4 0.9969 3.4115 -1.0159  0.412
H13 1.5245 3.0043 0.9943  0.339
H14 2.8012 2.7528 -0.2153  0.024
H15 2.3252 4.4100 0.2918  0.460
H16 0.5098 4.2426 -1.0165  -0.227
C5 -4.6862 -4.9621 -1.2103  -0.307
O5 -4.4856 -5.0476 -2.6090  -0.571
H17 -3.7853 -4.5772 -0.7010  -0.107
H18 -5.5862 -4.3191 -1.0061  0.268
H19 -4.9328 -5.9620 -0.8559  0.363
H20 -4.0607 -4.2268 -2.8264  0.306
C6 1.6379 3.5657 3.9190  -0.892
O6 0.8329 2.4072 3.5014  -0.418
H21 2.1295 3.1629 4.7980  0.418
H22 2.3223 3.8293 3.1131  0.086
H23 0.9406 4.3248 4.1104  0.346
H24 1.3414 1.6281 3.7981  0.261
C7 -2.0897 2.2160 5.4757  -0.793
O7 -1.8228 2.2610 4.0806  -0.070
H25 -1.9351 3.2146 5.8901  0.264
H26 -3.0811 1.7656 5.6846  0.269
H27 -1.3199 1.5213 5.9597  0.239
H28 -0.8198 2.2456 4.0730  0.333
C8 -1.6717 0.4783 -5.8901  -0.277
O8 -0.7879 -0.4508 -6.4544  -0.506
H29 -2.5976 0.5955 -6.4465  0.424
H30 -1.8652 0.3291 -4.8315  0.005
H31 -1.1593 1.4577 -5.9992  0.094
H32 -1.1822 -1.3267 -6.5322  0.296
C9 -2.3408 -1.6573 5.4655  -0.777
O9 -2.3154 -2.6377 4.4690  -0.569
H33 -2.9930 -2.0714 6.2404  0.392
H34 -1.3238 -1.5853 5.8444  0.269
H35 -2.7058 -0.6981 5.1486  0.187
H36 -3.1397 -3.1132 4.3591  0.213
C10 2.8218 -4.3082 -3.8076  -0.717
O10 2.5395 -3.8026 -2.4924  -0.439
H37 2.0298 -5.0377 -4.0091  0.263
H38 2.8933 -3.4938 -4.5361  0.203
H39 3.7438 -4.8515 -3.7686  0.289
H40 1.8014 -3.1742 -2.5727  0.396
C11 0.7312 -0.5996 2.9389  1.034
O11 1.5352 -0.1107 4.0554  -0.657
H41 -0.2987 -0.2964 3.0615  -0.328
H42 1.0301 -0.1809 1.9631  -0.081
H43 0.6961 -1.6867 2.8846  -0.460
H44 2.3794 -0.6276 4.0397  0.447
C12 -2.0728 3.8550 -2.8927  -0.043
O12 -1.3523 4.6165 -3.9509  -0.515
H45 -2.9905 3.3868 -3.2478  0.430
H46 -1.3562 3.1370 -2.5227  -0.277
H47 -2.2358 4.6219 -2.1483  0.158
H48 -1.7658 4.5093 -4.8304  0.265
C13 4.0013 1.4513 2.5307  -0.290
O13 4.3724 2.6601 1.9058  -0.654
H49 3.0878 0.9896 2.1581  -0.253
H50 4.7699 0.6338 2.5219  0.333
H51 3.8471 1.6812 3.5794  0.456
H52 4.5783 2.5221 0.9713  0.338
C14 -2.9487 -1.5375 -1.7799  -0.182
O14 -4.0014 -1.9196 -2.6053  -0.641
H53 -3.2010 -1.4631 -0.6931  0.390
H54 -2.2396 -2.3546 -1.8167  -0.180
H55 -2.4961 -0.5745 -2.0711  0.131
H56 -4.7670 -1.3693 -2.3909  0.328
C15 3.5033 0.1386 -5.4206  -0.465
O15 4.0025 1.2446 -4.6459  -0.494
H57 3.2946 -0.7918 -4.8525  0.041
H58 2.5820 0.4452 -5.8773  0.239
H59 4.2154 -0.1340 -6.2066  0.356
H60 3.2432 1.5507 -4.1099  0.302
C16 1.7666 3.5651 -4.2104  -0.585
O16 1.5838 2.2478 -3.5625  -0.333
H61 1.0813 3.6127 -5.0458  0.192
H62 1.4717 4.3512 -3.4965  0.128
H63 2.8244 3.6255 -4.5350  0.305
H64 1.2815 2.4509 -2.6206  0.054
C17 3.3325 -0.3785 -1.7120  0.998
O17 3.4882 0.2057 -0.3735  -0.296
H65 3.0146 -1.4343 -1.6094  -0.559
H66 2.5435 0.2196 -2.1429  -0.562
H67 4.2845 -0.2671 -2.2546  0.430
H68 4.2990 0.7610 -0.4266  0.103
C18 -2.4816 3.2249 1.0422  0.280
O18 -3.8389 3.1595 1.4897  -0.603
H69 -2.0821 4.2515 1.1030  0.395
H70 -1.7982 2.5914 1.5811  -0.255
H71 -2.4795 2.8861 0.0064  -0.136
H72 -3.8730 3.1075 2.4651  0.286
C19 -6.2533 2.7204 -1.8456  -0.728
O19 -5.1058 2.1310 -1.2913  -0.310
H73 -6.2620 2.2918 -2.8382  0.228
H74 -7.1492 2.4426 -1.2862  0.288
H75 -6.1169 3.7982 -1.9698  0.277
H76 -4.9175 2.5889 -0.4712  0.212
C20 -0.6739 -5.0140 -0.2116  -0.464
O20 -1.3746 -5.2550 0.9740  -0.509
H77 -0.3818 -3.9475 -0.3329  0.013
H78 0.2470 -5.6186 -0.3017  0.329
H79 -1.3385 -5.3224 -1.0197  0.356
H80 -0.9508 -4.7573 1.7020  0.343
C21 -2.9914 -0.0436 1.9629  -0.523
O21 -2.1556 -1.2478 1.6934  0.926
H81 -2.9128 0.5456 1.0680  -0.062
H82 -4.0197 -0.3733 2.1649  0.388
H83 -2.5701 0.4585 2.8253  0.105
H84 -2.3074 -1.8943 2.3817  -0.499
C22 0.1843 0.6100 -0.2966  0.921
O22 -0.1395 -0.8318 -0.1876  2.111
H85 1.2069 0.8853 -0.0979  -0.805
H86 -0.0990 0.9814 -1.2762  -0.039
H87 -0.4408 1.1153 0.4407  -0.279
H88 -0.8346 -0.9058 0.4804  -1.127
C23 4.1444 -2.9990 4.5347  -0.868
O23 3.4886 -1.9780 3.8871  -0.473
H89 3.6897 -3.9897 4.4246  0.298
H90 5.2125 -3.0419 4.2687  0.264
H91 4.1125 -2.8581 5.6259  0.326
H92 3.4673 -2.0412 2.9198  0.356
C24 5.3395 2.3846 -1.9576  -0.225
O24 5.5303 2.0011 -0.5978  -0.472
H93 5.9415 1.7981 -2.6602  0.331
H94 4.2935 2.2564 -2.1914  -0.199
H95 5.6333 3.4189 -2.0827  0.371
H96 6.4571 1.8289 -0.3901  0.221
C25 0.1535 -1.3844 -3.4834  -0.592
O25 0.4942 -2.1698 -2.4019  -0.184
H97 0.4104 -0.3492 -3.2763  0.256
H98 0.7115 -1.6698 -4.3680  0.385
H99 -0.9113 -1.4866 -3.6629  0.081
H100 0.1949 -1.6525 -1.6109  -0.418
C26 0.8113 -4.4129 4.0283  -0.287
O26 -0.2831 -3.9849 3.2561  -0.344
H101 1.5991 -3.6485 3.9934  -0.162
H102 0.5477 -4.5794 5.1010  0.321
H103 1.2730 -5.3252 3.6536  0.417
H104 -0.8708 -3.4713 3.8308  0.093

Calculated values
frontier orbital gap	9.6	eV
DFT total energy	-81874.6323	eV
net charge	0
E_LUMO	0.2373	eV

=====

(2)
Entry from the Open Molecules 2025 dataset: a 2-piece molecular cluster, C7H12N2O overall (wB97M-V/def2-TZVPD).

Each line ends with the Mulliken charge.
Positions of all 22 atoms, in Å:
O1 -0.8146 -0.7522 0.9093  -0.551
C1 -1.8384 -0.2979 0.4617  0.377
C2 -2.7513 0.7779 1.0913  -0.232
N1 -4.0087 0.6423 0.3547  -0.556
C3 -3.7833 -0.2128 -0.5828  -0.120
N2 -2.5098 -0.6509 -0.6759  -0.042
H1 -2.8449 0.8425 2.1944  0.330
H2 -2.5293 1.8984 0.7074  0.195
H3 -4.4533 -0.4239 -1.4195  0.350
H4 -2.0519 -1.1855 -1.3892  0.237
C4 1.3856 -1.0483 -1.2726  -1.032
C5 1.4134 -0.1749 -0.3246  1.011
C6 1.0934 1.2363 -0.4681  -1.240
C7 2.0098 -0.6328 0.9922  -1.100
H5 1.2431 -0.8121 -2.3183  0.344
H6 1.8008 -2.1108 -1.1369  0.185
H7 0.7011 1.7342 0.3316  0.361
H8 2.0914 1.6846 -0.7549  0.310
H9 0.1806 1.2986 -1.1216  0.308
H10 1.3008 -0.4146 1.7741  0.270
H11 3.0579 -0.1395 1.2113  0.260
H12 2.2210 -1.7166 0.8801  0.334

Calculated values
frontier orbital gap	9.6	eV
DFT total energy	-12479.2302	eV
net charge	0
structure (SMILES)	O=C1CN=CN1.C=C(C)C
E_LUMO	0.6999	eV